Entry from OMol25: C19H58Fe2N2O17P as an isolated structure (the ωB97M-V functional and the def2-TZVPD basis).

```
99
C19H58Fe2N2O17P | OMol25 | the ωB97M-V functional and the def2-TZVPD basis
Fe -34.99 14.25 7.31
Fe -31.93 16.69 8.31
P -33.14 14.84 9.11
O -31.62 14.72 8.98
O -34.22 13.72 9.05
O -33.34 15.34 7.63
O -33.31 16.25 9.70
C -30.80 11.62 9.55
O -30.32 12.52 8.58
H -30.55 10.59 9.30
H -30.39 11.84 10.55
H -31.89 11.73 9.68
H -30.89 13.34 8.64
C -29.20 17.27 6.71
O -30.25 16.32 6.96
H -28.87 17.16 5.68
H -29.51 18.29 6.93
H -28.35 17.03 7.35
H -29.91 15.44 6.77
C -32.35 16.26 4.29
O -33.60 16.96 4.33
H -31.60 16.98 4.63
H -32.31 15.44 5.02
H -32.21 15.84 3.30
H -33.58 17.70 4.93
C -35.66 14.38 3.05
C -35.51 13.94 4.49
C -34.31 13.03 4.70
O -34.10 12.87 6.09
C -33.02 12.00 6.43
N -35.47 15.16 5.36
H -35.60 13.58 2.30
H -34.83 15.03 2.77
H -36.60 14.88 2.83
H -36.47 13.51 4.78
H -33.38 13.49 4.33
H -34.41 12.10 4.12
H -32.83 11.96 7.49
H -32.13 12.34 5.89
H -33.22 11.00 6.04
H -34.74 15.79 4.98
H -36.33 15.69 5.27
C -37.27 19.05 11.00
C -35.85 18.80 10.46
C -34.78 19.38 11.41
O -34.97 20.74 11.68
C -34.50 21.58 10.66
N -35.75 17.35 10.24
H -37.96 18.69 10.23
H -37.50 20.11 11.10
H -37.41 18.62 12.00
H -35.88 19.32 9.50
H -33.82 19.21 10.91
H -34.73 18.88 12.38
H -33.41 21.56 10.58
H -34.71 22.64 10.82
H -34.95 21.37 9.68
H -35.80 16.88 11.14
H -34.79 17.15 9.93
C -37.87 13.64 7.49
C -37.60 14.74 8.55
O -36.39 15.48 8.28
O -36.66 12.89 7.31
H -38.21 13.97 6.50
H -38.66 13.01 7.91
H -37.39 14.29 9.53
H -38.51 15.34 8.50
H -36.30 16.14 9.03
H -36.87 11.98 7.05
C -34.87 10.69 10.53
C -36.02 11.51 11.08
O -35.60 12.82 11.51
O -34.55 11.09 9.19
H -35.10 9.62 10.56
H -33.93 10.77 11.09
H -36.42 11.02 11.97
H -36.81 11.70 10.35
H -35.16 13.24 10.76
H -34.37 12.06 9.23
C -32.92 15.63 13.11
C -32.42 14.20 12.98
O -33.29 13.26 13.61
O -34.03 15.87 12.26
H -32.09 16.23 12.71
H -33.11 15.94 14.14
H -31.42 14.10 13.39
H -32.42 13.85 11.93
H -34.06 13.18 13.02
H -33.71 16.01 11.35
C -29.50 17.50 10.68
C -28.87 16.11 10.72
O -29.77 15.20 11.31
O -30.55 17.73 9.70
H -28.68 18.19 10.45
H -29.88 17.77 11.67
H -28.01 16.06 11.38
H -28.58 15.77 9.72
H -30.32 14.81 10.61
H -30.69 18.67 9.84
```

Output
- Spin multiplicity: 9
- Expectation value of S²: 20.015
- Kohn-Sham gap (spin up / spin down): 7.7117 / 6.8577 eV
- Charge: +1